Entry 1:
{"formula": "C5H12NS", "method": "ωB97M-V/def2-TZVPD", "total_charge": -1, "total_energy_ev": -17704.1627, "homo_lumo_gap_ev": 5.597, "smiles": "CCNCCC[S-]", "species": ["C", "C", "N", "C", "C", "C", "S", "H", "H", "H", "H", "H", "H", "H", "H", "H", "H", "H", "H"], "positions_angstrom": [[-0.378, -0.477, 2.850], [-0.685, 0.015, 1.472], [-0.474, -1.016, 0.519], [-0.527, -0.655, -0.908], [0.767, -0.050, -1.417], [0.561, 1.187, -2.458], [2.020, 2.053, -2.909], [-1.042, -1.251, 3.072], [0.630, -0.762, 2.900], [-0.606, 0.311, 3.613], [-0.017, 0.900, 1.335], [-1.700, 0.465, 1.308], [0.434, -1.374, 0.807], [-0.603, -1.479, -1.580], [-1.389, -0.063, -1.167], [1.387, 0.128, -0.475], [1.553, -0.707, -1.759], [0.013, 1.836, -1.759], [0.057, 0.941, -3.444]]}

Entry 2:
{"formula": "C56H56Cl8N8O16", "method": "ωB97M-V/def2-TZVPD", "total_charge": 0, "total_energy_ev": -203817.8184, "homo_lumo_gap_ev": 8.184, "smiles": "O=[N+]([O-])c1ccccc1.O=[N+]([O-])c1ccccc1.O=[N+]([O-])c1ccccc1.O=[N+]([O-])c1ccccc1.O=[N+]([O-])c1ccccc1.O=[N+]([O-])c1ccccc1.O=[N+]([O-])c1ccccc1.O=[N+]([O-])c1ccccc1.ClCCCl.ClCCCl.ClCCCl.ClCCCl", "species": ["O", "N", "O", "C", "C", "C", "C", "C", "C", "H", "H", "H", "H", "H", "O", "N", "O", "C", "C", "C", "C", "C", "C", "H", "H", "H", "H", "H", "O", "N", "O", "C", "C", "C", "C", "C", "C", "H", "H", "H", "H", "H", "O", "N", "O", "C", "C", "C", "C", "C", "C", "H", "H", "H", "H", "H", "O", "N", "O", "C", "C", "C", "C", "C", "C", "H", "H", "H", "H", "H", "O", "N", "O", "C", "C", "C", "C", "C", "C", "H", "H", "H", "H", "H", "O", "N", "O", "C", "C", "C", "C", "C", "C", "H", "H", "H", "H", "H", "O", "N", "O", "C", "C", "C", "C", "C", "C", "H", "H", "H", "H", "H", "Cl", "C", "C", "Cl", "H", "H", "H", "H", "Cl", "C", "C", "Cl", "H", "H", "H", "H", "Cl", "C", "C", "Cl", "H", "H", "H", "H", "Cl", "C", "C", "Cl", "H", "H", "H", "H"], "positions_angstrom": [[3.048, -1.785, -1.398], [1.871, -1.601, -1.196], [0.986, -2.344, -1.570], [1.455, -0.457, -0.381], [0.119, -0.098, -0.308], [-0.277, 0.862, 0.610], [0.691, 1.434, 1.426], [2.038, 1.102, 1.340], [2.432, 0.216, 0.333], [-0.613, -0.566, -0.953], [-1.310, 1.171, 0.668], [0.394, 2.212, 2.123], [2.812, 1.601, 1.905], [3.482, 0.077, 0.115], [0.946, 1.727, -5.607], [1.224, 1.864, -4.438], [1.795, 1.039, -3.741], [0.806, 3.111, -3.809], [1.086, 3.344, -2.464], [0.858, 4.601, -1.912], [0.288, 5.592, -2.692], [-0.092, 5.326, -4.009], [0.194, 4.099, -4.578], [1.500, 2.588, -1.815], [1.165, 4.715, -0.882], [0.098, 6.557, -2.237], [-0.506, 6.125, -4.609], [-0.199, 3.866, -5.557], [2.874, -0.378, 9.174], [1.766, -0.103, 8.762], [0.859, 0.348, 9.419], [1.530, -0.296, 7.323], [2.578, -0.338, 6.421], [2.357, -0.321, 5.056], [1.043, -0.459, 4.603], [-0.020, -0.438, 5.497], [0.224, -0.316, 6.856], [3.590, -0.265, 6.802], [3.169, -0.395, 4.346], [0.850, -0.477, 3.537], [-1.026, -0.474, 5.107], [-0.613, -0.374, 7.539], [-2.784, 6.333, -0.816], [-3.623, 5.924, -1.594], [-4.305, 6.653, -2.290], [-3.884, 4.490, -1.676], [-2.884, 3.607, -1.326], [-3.141, 2.233, -1.409], [-4.364, 1.774, -1.892], [-5.360, 2.701, -2.211], [-5.102, 4.045, -2.158], [-1.922, 3.936, -0.963], [-2.343, 1.555, -1.136], [-4.597, 0.720, -1.950], [-6.340, 2.420, -2.577], [-5.891, 4.752, -2.372], [-0.848, 3.432, 0.909], [-0.553, 3.758, 2.043], [0.500, 3.474, 2.567], [-1.485, 4.590, 2.765], [-1.426, 4.627, 4.171], [-2.372, 5.345, 4.887], [-3.257, 6.184, 4.204], [-3.258, 6.203, 2.829], [-2.405, 5.392, 2.087], [-0.697, 4.031, 4.703], [-2.344, 5.513, 5.955], [-3.970, 6.760, 4.780], [-3.807, 6.936, 2.251], [-2.481, 5.505, 1.013], [5.800, -7.433, -6.154], [5.805, -6.222, -6.013], [6.237, -5.448, -6.850], [5.242, -5.661, -4.792], [4.406, -6.465, -4.017], [3.868, -5.864, -2.871], [4.218, -4.603, -2.441], [5.130, -3.891, -3.194], [5.559, -4.364, -4.422], [4.127, -7.468, -4.293], [3.208, -6.468, -2.259], [3.764, -4.228, -1.536], [5.557, -2.957, -2.844], [6.278, -3.790, -4.989], [-3.020, -6.999, 4.102], [-2.278, -7.042, 3.136], [-1.802, -8.071, 2.697], [-1.955, -5.800, 2.488], [-2.178, -4.562, 3.088], [-1.842, -3.404, 2.397], [-1.342, -3.445, 1.113], [-1.056, -4.674, 0.519], [-1.321, -5.831, 1.246], [-2.568, -4.556, 4.096], [-2.026, -2.462, 2.897], [-1.266, -2.545, 0.517], [-0.618, -4.799, -0.460], [-1.140, -6.762, 0.724], [-1.953, 0.530, 2.504], [-2.592, 1.305, 3.191], [-2.275, 1.633, 4.306], [-3.873, 1.751, 2.665], [-4.615, 2.706, 3.349], [-5.843, 3.101, 2.813], [-6.361, 2.414, 1.726], [-5.666, 1.374, 1.142], [-4.411, 1.051, 1.592], [-4.158, 3.295, 4.132], [-6.288, 3.979, 3.260], [-7.366, 2.661, 1.403], [-6.051, 0.923, 0.238], [-3.874, 0.187, 1.225], [5.646, -0.118, -5.914], [4.550, -0.578, -4.565], [4.864, 0.270, -3.327], [6.480, -0.026, -2.676], [4.633, -1.650, -4.408], [3.539, -0.397, -4.920], [4.079, -0.013, -2.631], [4.805, 1.321, -3.590], [6.797, -3.400, 1.896], [6.362, -1.692, 1.974], [6.807, -1.070, 3.272], [6.064, 0.538, 3.472], [5.288, -1.654, 1.803], [6.861, -1.180, 1.152], [7.878, -0.900, 3.215], [6.490, -1.666, 4.123], [-2.686, -1.573, -2.001], [-4.274, -2.118, -2.597], [-4.214, -3.574, -3.011], [-5.873, -4.101, -3.406], [-4.616, -1.461, -3.395], [-4.964, -1.949, -1.772], [-3.919, -4.206, -2.178], [-3.610, -3.719, -3.897], [1.425, -1.744, -6.264], [1.068, -2.883, -4.966], [-0.187, -2.483, -4.177], [-1.618, -2.446, -5.231], [1.909, -3.026, -4.290], [0.827, -3.832, -5.448], [0.006, -1.479, -3.809], [-0.412, -3.270, -3.467]]}

Entry 3:
{"formula": "C5H6O2", "method": "ωB97M-V/def2-TZVPD", "total_charge": 0, "total_energy_ev": -9371.4291, "homo_lumo_gap_ev": 8.604, "species": ["O", "C", "C", "O", "C", "C", "C", "H", "H", "H", "H", "H", "H"], "positions_angstrom": [[-3.030, -0.187, 0.667], [-1.948, 0.303, 0.456], [-1.121, -0.083, -0.729], [-0.145, 0.859, -1.150], [2.345, 0.656, 0.527], [1.148, -0.198, 0.656], [0.323, -0.361, -0.603], [-1.506, 1.070, 1.124], [-1.680, -0.568, -1.528], [2.601, 0.639, -0.558], [1.695, -1.140, 0.887], [0.571, 0.010, 1.564], [0.748, -1.042, -1.345]]}

Entry 4:
{"formula": "C6H7ClN3S", "method": "ωB97M-V/def2-TZVPD", "total_charge": 1, "total_energy_ev": -34152.8921, "homo_lumo_gap_ev": 7.224, "species": ["C", "C", "C", "C", "C", "C", "N", "N", "N", "S", "Cl", "H", "H", "H", "H", "H", "H", "H"], "positions_angstrom": [[3.216, -0.570, 1.057], [1.934, -2.943, -0.890], [-3.352, 2.313, 0.437], [0.537, -1.004, -1.092], [1.675, -1.648, -0.547], [-0.377, 1.099, -0.096], [2.460, -0.901, 0.232], [0.125, 0.091, -0.649], [-2.673, 1.780, 1.321], [4.239, 0.191, 1.942], [-0.224, 2.616, -0.977], [2.794, -3.504, -0.516], [1.167, -3.590, -1.381], [-4.424, 2.279, 0.381], [-0.102, -1.475, -1.912], [-2.702, 2.818, -0.229], [-3.200, 1.317, 2.087], [-1.095, 1.130, 0.831]]}